# 1
16
Properties=species:S:1:pos:R:3:forces:R:3:lowdin_charge:R:1 method="wB97M-V/def2-TZVPD" gap_ev=10.6 energy_ev=-8868.4650 lumo_ev=0.9
C -1.24460 -0.08510 -1.31448 0.0 0.0 -0.1 -0.0561
C -0.95885 0.05558 0.17546 -0.1 0.0 0.0 -0.2078
C -0.54000 1.47265 0.60782 -0.1 0.2 0.0 -0.4703
O -0.98861 2.58342 0.46459 0.1 -0.4 0.1 0.0762
N 0.60334 0.99584 1.18724 0.1 0.2 0.0 0.1202
C 0.40072 -0.40262 0.80560 0.0 -0.2 0.0 -0.3092
C 1.49874 -0.98600 -0.06755 0.0 0.0 -0.1 -0.0563
H -0.63652 0.60276 -1.91117 0.0 -0.1 0.1 0.0851
H -2.29236 0.16738 -1.50523 0.2 0.0 0.0 0.0816
H -1.07394 -1.10348 -1.67838 0.0 0.1 0.1 0.0775
H -1.80494 -0.31306 0.76466 0.1 0.1 -0.1 0.1417
H 1.39509 1.47480 1.59303 -0.1 0.0 0.0 0.1473
H 0.24863 -1.04865 1.68026 0.0 0.1 -0.1 0.1339
H 1.58341 -0.46634 -1.02707 0.0 0.0 0.1 0.0792
H 1.32861 -2.05149 -0.25520 0.0 0.2 0.0 0.0801
H 2.46150 -0.89608 0.45063 -0.1 0.0 -0.1 0.0769


# 2
16
Properties=species:S:1:pos:R:3:forces:R:3:lowdin_charge:R:1 method="wB97M-V/def2-TZVPD" gap_ev=7.5 energy_ev=-8864.7234 lumo_ev=0.6
C -1.12025 0.46479 -1.42582 0.0 0.0 0.0 -0.0291
C -0.12132 0.15441 -0.33135 -0.1 -0.1 0.0 -0.5148
C 1.18053 0.93823 -0.12950 0.0 0.4 -0.2 -0.1076
C -0.62598 -0.13758 1.10539 -0.2 0.1 0.1 -0.0872
N 0.56099 -1.01309 1.34506 0.2 -0.1 0.1 0.0655
C 0.60125 -1.15494 -0.25935 0.3 -0.6 -0.5 -0.3402
O 1.04648 -2.06297 -0.87226 -0.3 0.6 0.4 0.1628
H -0.62462 0.42548 -2.40089 -0.1 0.0 0.1 0.0864
H -1.50166 1.48281 -1.28880 0.1 -0.1 0.0 0.0850
H -1.96900 -0.23227 -1.43577 0.1 0.1 0.0 0.0783
H 1.72084 1.05060 -1.07286 0.0 0.0 0.1 0.0287
H 1.37360 -0.30366 1.32211 -0.1 -0.2 0.0 0.1345
H 0.96601 1.92099 0.31300 0.0 -0.1 0.0 0.0273
H -0.67570 0.71168 1.78817 0.0 -0.1 -0.1 0.1248
H -1.54056 -0.73544 1.14156 0.1 0.1 0.0 0.1265
H 0.52572 -1.80922 1.97986 0.0 0.1 -0.1 0.1590


# 3
16
Properties=species:S:1:pos:R:3:forces:R:3:lowdin_charge:R:1 method="wB97M-V/def2-TZVPD" gap_ev=10.1 energy_ev=-8862.9848 lumo_ev=0.8
C 0.43585 1.60537 -0.35632 0.1 0.3 -1.9 -0.0202
C -0.43381 0.47667 0.06086 0.6 -0.2 -0.3 -0.6070
O -1.78818 0.87797 -0.01267 -0.1 -0.2 -0.3 0.0055
C -0.04567 -0.55353 -0.96954 0.1 1.1 -1.1 -0.1236
N -0.27441 -1.71966 0.04839 -0.5 -0.1 -0.6 0.0140
C 0.86216 -1.52231 0.99785 0.0 0.1 -0.2 -0.1067
C -0.30865 -0.64434 1.10176 -0.2 0.3 0.3 -0.1825
H 0.01890 2.60105 -0.31418 -0.1 0.2 0.6 0.0712
H 0.29649 1.37665 -1.61422 1.4 1.4 2.8 0.1166
H 1.45122 1.52885 0.07312 -0.4 0.2 -0.7 0.0954
H -2.25912 0.24694 -0.57348 -0.1 0.0 0.1 0.1040
H 0.99855 -0.59817 -1.26851 0.3 0.2 0.4 0.0882
H -0.34207 0.22768 -2.03100 -0.9 -3.5 1.6 0.1870
H 1.81792 -1.14261 0.63385 -0.3 0.0 -0.1 0.1092
H 0.96360 -2.30192 1.75799 -0.2 0.1 -0.4 0.1104
H -1.02292 -0.70552 1.92000 0.2 0.0 -0.1 0.1385


# 4
16
Properties=species:S:1:pos:R:3:forces:R:3:lowdin_charge:R:1 method="wB97M-V/def2-TZVPD" gap_ev=10.6 energy_ev=-8866.9314 lumo_ev=1.0
C 2.19383 1.64908 -0.45336 -0.9 -0.7 0.4 0.0188
C 1.13418 1.09376 -1.05948 0.0 1.7 -1.2 -0.2163
C -0.29734 1.58533 -0.86708 0.7 0.1 -0.1 -0.1821
C -0.96448 0.66910 0.19548 -1.0 -0.8 -1.1 -0.1801
N -0.49064 -0.73700 0.10698 1.0 0.9 0.6 0.0166
C -0.95132 -1.67840 0.97007 -1.3 0.1 -0.9 -0.3845
O -0.56435 -2.81818 1.06869 0.3 0.2 0.3 0.0242
H 2.07209 2.61218 0.02361 -0.1 -0.2 0.7 0.0576
H 3.09267 1.08167 -0.25520 0.5 0.4 -0.9 0.0573
H 1.26282 0.50461 -1.97505 0.2 -1.1 1.0 0.1108
H -0.26639 2.60859 -0.47948 0.0 -0.1 0.2 0.1041
H -0.79058 1.68049 -1.83780 -0.3 -0.5 0.2 0.1055
H -2.03003 0.46438 0.04563 -0.1 1.1 -0.2 0.1101
H -0.88213 1.21338 1.13220 0.5 -0.6 0.5 0.1116
H 0.42532 -0.88698 -0.29011 0.0 -0.1 0.1 0.1111
H -1.90434 -1.30570 1.41730 0.4 -0.3 0.4 0.1354


# 5
16
Properties=species:S:1:pos:R:3:forces:R:3:lowdin_charge:R:1 method="wB97M-V/def2-TZVPD" gap_ev=10.3 energy_ev=-8867.7308 lumo_ev=0.8
C 1.27887 0.70634 -0.25607 0.0 0.1 -0.2 -0.0242
C 0.08441 -0.17842 0.14853 0.0 -0.1 -0.1 -0.4547
C 0.37877 -1.43228 0.94875 0.0 0.0 0.0 -0.0274
C -1.09378 0.77478 0.46789 0.0 0.2 0.2 -0.1204
N -1.51996 0.74868 -0.96871 0.1 0.2 -0.2 0.0683
C -0.70927 -0.43559 -1.12909 0.3 -0.4 -0.4 -0.4489
O -0.73135 -1.30920 -1.94686 0.0 0.6 0.3 0.1348
H 1.60703 1.36434 0.55644 0.0 -0.3 0.0 0.0877
H 0.95581 1.37776 -1.07490 0.4 -0.3 0.3 0.0864
H 2.12603 0.11721 -0.61678 -0.1 0.1 0.0 0.0898
H 0.83413 -1.24396 1.92512 0.0 0.1 -0.1 0.0827
H 1.04878 -2.07537 0.36608 -0.1 0.1 0.1 0.0895
H -0.55152 -1.99456 1.09351 0.2 0.1 0.1 0.0891
H -1.85986 0.32156 1.10439 0.1 0.1 -0.2 0.1169
H -0.85217 1.77319 0.84303 0.1 -0.2 0.0 0.1163
H -0.99594 1.48550 -1.46133 -0.8 -0.1 0.0 0.1140


# 6
16
Properties=species:S:1:pos:R:3:forces:R:3:lowdin_charge:R:1 method="wB97M-V/def2-TZVPD" gap_ev=10.6 energy_ev=-8868.3031 lumo_ev=1.0
C 1.02470 1.12246 0.73655 0.0 0.0 0.0 -0.0458
C 0.17092 0.13274 -0.04825 0.1 0.0 0.2 -0.5703
C 1.04995 -0.83199 -0.84843 0.0 0.0 0.0 -0.0406
C -0.83966 -0.60443 0.85857 0.2 0.0 0.1 -0.1077
O -2.04934 -0.63587 0.08061 -0.1 0.0 0.0 -0.0403
C -1.85925 0.32099 -0.85780 0.1 0.2 -0.2 -0.2203
N -0.71468 0.84252 -0.99923 -0.4 -0.2 0.1 0.1269
H 1.66677 1.69339 0.05892 -0.1 -0.1 0.1 0.0840
H 1.66361 0.59315 1.45343 -0.1 0.1 -0.1 0.0860
H 0.39711 1.82908 1.29006 0.1 -0.1 -0.1 0.0826
H 1.72264 -1.38875 -0.18535 -0.1 0.1 -0.1 0.0847
H 0.43463 -1.55051 -1.40116 0.1 0.1 0.1 0.0880
H 1.65535 -0.27476 -1.57013 -0.1 -0.1 0.1 0.0843
H -0.56580 -1.62773 1.12702 0.0 0.1 -0.1 0.1297
H -1.05551 -0.02791 1.76539 0.1 -0.1 0.0 0.1251
H -2.74749 0.56599 -1.43211 0.1 0.0 0.0 0.1338